No. 1
The following is a DFT calculation (wB97M-V/def2-TZVPD) of C6H7IN4 in the gas phase at a distorted geometry.

Calculated values
LUMO level (spin up / spin down) (eV): -0.07 / -0.07
HOMO (spin up / spin down) (eV): -7.5252 / -7.5285
SMILES string: C[C@H]1N=C(I)c2[nH]cnc2N1
HOMO-LUMO gap (spin up / spin down) (hartree): 0.2738 / 0.2739

Geometry as XYZ:
```
18
Properties=species:S:1:pos:R:3:forces:R:3
C 0.962036 -2.348344 0.602729 0.1 -0.4 0.3
C 0.466107 -1.514121 -0.560525 1.0 0.0 -1.9
N -0.921626 -1.390202 -0.751969 -3.2 4.9 3.8
C -1.532759 -0.174369 -0.013009 0.0 -6.6 -3.8
I -3.672970 -0.487622 0.042947 1.3 0.6 0.1
C -0.858598 0.981231 0.215987 0.9 -2.5 0.0
N -1.182953 2.272481 0.334476 1.4 1.1 -0.5
C -0.061944 2.953700 0.021143 0.1 0.3 0.6
N 0.943195 2.151630 -0.273141 1.7 3.7 -0.5
C 0.495692 0.953331 -0.164898 -2.4 -1.9 0.7
N 1.132173 -0.152569 -0.408492 1.2 -1.9 -1.0
H 0.368044 -3.249334 0.792828 -0.4 0.5 0.0
H 1.045428 -1.697893 1.514832 0.2 -0.9 -0.8
H 1.891176 -2.797432 0.229171 0.4 0.5 0.8
H 0.871213 -2.039324 -1.563260 -0.7 1.3 2.0
H -2.029067 2.551586 0.702451 -1.9 1.2 0.7
H 0.057933 4.017550 0.107385 -0.3 0.2 -0.1
H 2.026920 -0.030294 -0.828661 0.6 0.0 -0.3
```
Positions in Å, forces in eV/Å.

No. 2
The following is a DFT calculation (wB97M-V/def2-TZVPD) of a molecular structure, C4H5CuO5 at a distorted geometry.

Calculated values
LUMO level (eV): -0.94
HOMO (eV): -9.6277
HOMO-LUMO gap (hartree): 0.3193

Geometry as XYZ:
```
15
Properties=species:S:1:pos:R:3:forces:R:3
O 0.237831 -0.876316 -2.292977 -0.6 -0.2 1.6
C -0.668070 -0.075956 -2.308429 1.8 1.0 -3.1
O -1.293787 0.592013 -3.061391 -0.4 -0.6 2.5
Cu 2.200411 -0.742296 -1.197565 -0.8 0.9 0.2
O 1.920326 1.313637 -0.556676 -1.3 -0.2 0.0
O -0.702010 0.705582 -0.348504 1.0 0.1 0.1
C -1.178714 -0.192254 0.635533 -0.3 0.5 -0.8
C -0.001886 -0.684176 1.472792 0.4 -0.1 0.4
O 1.184806 -0.198800 0.849484 -0.5 -0.1 0.1
C 1.016787 1.106215 0.299353 1.5 -1.2 -0.3
H -1.893697 0.343378 1.279139 -0.1 -0.4 -0.2
H -1.632441 -1.063467 0.144854 -0.3 0.3 0.2
H 0.037270 -1.781708 1.488747 0.2 0.4 0.1
H -0.056684 -0.300447 2.500514 0.1 -0.2 -0.2
H 0.829858 1.854595 1.095126 -0.6 -0.2 -0.7
```
Positions in Å, forces in eV/Å.

No. 3
The following is a DFT calculation (wB97M-V/def2-TZVPD) of a molecular structure, C38H42Br2F5KN5OSSi at a distorted geometry.

Calculated values
LUMO level (eV): 1.85
Net charge: -1
HOMO (eV): -3.9275
HOMO-LUMO gap (hartree): 0.2123

Geometry as XYZ:
```
96
Properties=species:S:1:pos:R:3:forces:R:3
K -0.515751 -0.514532 -0.907532 0.0 -1.1 1.5
C -2.850348 1.291125 4.318323 0.0 0.0 0.0
C -1.373893 1.293788 3.949897 0.0 0.0 0.0
N -1.147595 0.930099 2.562718 0.0 0.0 -0.2
C 0.265861 0.757104 2.221657 -0.2 -0.1 0.1
C 1.072282 -0.069611 3.209899 0.0 -0.1 0.0
C -1.797019 1.872060 1.627916 0.0 -0.1 0.0
C -3.051576 1.355277 0.906580 0.2 -0.1 -0.2
N -2.652980 0.790422 -0.377272 -0.6 0.2 0.1
C -3.532055 0.694616 -1.371749 0.1 0.0 0.1
C -3.073540 0.250010 -2.656704 -0.1 0.1 0.0
F -1.749831 -0.068031 -2.777953 -0.8 0.3 -1.0
C -3.856765 0.149505 -3.773548 0.0 0.0 0.1
F -3.286900 -0.262392 -4.925374 0.0 0.0 0.0
C -5.210252 0.451777 -3.757666 -0.1 0.0 0.0
C -5.705647 0.849591 -2.530617 0.0 0.0 0.1
F -7.024554 1.135179 -2.421798 0.0 0.0 0.0
C -4.933523 0.963402 -1.395711 0.0 0.0 0.0
F -5.577481 1.312214 -0.245928 0.0 0.0 0.0
H -2.974207 1.541046 5.374665 0.0 0.0 0.0
H -3.281345 0.302311 4.140382 0.0 0.1 0.0
H -3.422560 2.011782 3.730784 0.0 0.0 0.0
H -0.866945 0.566442 4.584140 0.0 0.0 0.0
H -0.940828 2.286632 4.181642 0.0 0.0 0.0
H 0.761219 1.732430 2.098431 0.0 0.0 0.0
H 0.297888 0.261038 1.250063 0.2 0.1 0.2
H 1.311171 0.489481 4.117698 0.0 0.0 0.0
H 2.009180 -0.375514 2.738959 0.0 0.0 0.0
H 0.532842 -0.974198 3.501391 0.0 0.1 0.0
H -1.082990 2.129405 0.843255 0.0 0.1 0.0
H -2.023036 2.807619 2.158066 0.0 0.0 0.0
H -3.755454 2.187975 0.809013 0.0 0.0 0.0
H -3.535936 0.612393 1.557942 -0.1 0.0 0.0
H -5.830991 0.380401 -4.637976 0.0 0.0 0.0
Br -1.060276 -4.092581 5.884865 0.0 0.0 0.0
C -1.007466 -3.412414 4.119938 0.1 0.0 0.0
C -2.041958 -2.628620 3.655384 -0.1 0.0 0.0
C -1.942946 -2.153470 2.352956 0.0 0.0 -0.2
N -0.909104 -2.406991 1.553485 0.0 0.1 0.1
C 0.092173 -3.143324 2.036450 0.0 0.0 -0.1
C 0.082524 -3.687852 3.316013 0.0 0.0 0.0
C 1.288415 -3.322664 1.156398 -0.1 0.1 0.0
C 1.921690 -4.555442 1.063667 0.0 -0.1 0.0
C 3.041632 -4.631600 0.258591 0.0 -0.1 0.0
Br 3.949861 -6.280677 0.079439 0.0 0.0 0.0
C 3.492207 -3.521609 -0.424703 0.0 0.0 0.0
C 2.762297 -2.348784 -0.289433 -0.1 0.1 0.1
N 1.692966 -2.240340 0.496595 0.1 0.0 0.0
H -2.896326 -2.391336 4.274570 0.0 0.0 0.0
H -2.733779 -1.541269 1.931761 0.1 0.0 0.0
H 0.917393 -4.271391 3.679922 0.0 0.0 0.0
H 1.538464 -5.424863 1.580447 0.0 0.0 0.0
H 4.358498 -3.565951 -1.068901 0.0 0.0 0.0
H 3.059435 -1.459118 -0.833303 0.0 0.0 0.0
C -0.605886 -3.099082 -4.770415 -0.1 0.2 -0.2
Si 0.325731 -3.194528 -3.141847 0.0 -0.1 0.1
C -0.952108 -3.758202 -1.871141 0.0 -0.1 0.0
C 1.570351 -4.608994 -3.374562 0.1 -0.1 0.0
N 0.997351 -1.767928 -2.543144 0.3 0.2 -0.6
C 1.714271 -0.827558 -3.189274 0.0 -0.3 0.1
C 2.323100 -0.965740 -4.470919 0.0 0.1 0.1
C 3.048830 0.048708 -5.074939 0.0 0.0 0.1
C 3.226852 1.280032 -4.450969 0.0 -0.1 0.0
C 2.665855 1.469922 -3.189152 0.0 0.0 0.0
C 1.964954 0.443852 -2.605088 0.2 -0.1 -0.2
F 1.445555 0.678651 -1.332905 0.9 0.5 -0.3
H -1.041501 -4.074998 -5.013473 0.0 0.1 0.0
H 0.050842 -2.808101 -5.597674 -0.1 0.0 0.1
H -1.415451 -2.362251 -4.719499 0.1 -0.1 0.0
H -1.333718 -4.755665 -2.120292 0.0 0.1 0.0
H -1.811758 -3.076020 -1.858289 0.1 -0.1 0.0
H -0.537110 -3.797354 -0.859162 0.0 0.0 -0.1
H 1.152010 -5.578544 -3.078093 0.0 0.1 -0.1
H 2.476317 -4.439612 -2.783563 -0.1 0.0 0.0
H 1.874421 -4.686406 -4.425516 0.0 0.0 0.1
H 2.193819 -1.915793 -4.980890 0.0 0.1 0.0
H 3.478661 -0.120479 -6.057364 0.0 0.0 0.0
H 3.781636 2.077968 -4.926788 0.0 0.0 0.0
H 2.740903 2.421959 -2.674539 0.0 0.0 0.0
C 3.114090 2.826671 0.454729 0.1 -0.1 0.0
S 1.526580 3.544145 0.020675 -0.2 0.2 -0.2
O 1.716968 4.217420 -1.297956 0.0 -0.1 0.3
C 1.570937 4.855428 1.260222 0.0 0.1 -0.1
C 1.748301 6.150716 0.805200 0.0 0.1 0.1
C 1.759688 7.197538 1.720209 0.0 0.0 0.0
C 1.584739 6.944802 3.074458 0.0 0.0 0.0
C 1.395482 5.640582 3.519618 0.0 0.0 -0.1
C 1.384006 4.591119 2.612261 0.0 0.0 0.0
H 3.871554 3.567395 0.198171 0.0 -0.1 0.0
H 3.227177 1.920590 -0.139886 0.0 0.1 0.0
H 3.130832 2.590721 1.519469 0.0 0.0 -0.1
H 1.869227 6.314008 -0.259163 0.0 0.0 0.0
H 1.901653 8.214499 1.372915 0.0 0.0 0.0
H 1.586892 7.762927 3.784604 0.0 0.0 0.0
H 1.250772 5.440321 4.574464 0.0 0.0 0.0
H 1.224987 3.576702 2.961771 0.0 0.1 0.0
```
Positions in Å, forces in eV/Å.

No. 4
The following is a DFT calculation (wB97M-V/def2-TZVPD) of CH3PS4 in the gas phase at a distorted geometry.

Calculated values
LUMO level (spin up / spin down) (eV): -1.27 / -1.34
HOMO (spin up / spin down) (eV): -8.3723 / -7.8152
HOMO-LUMO gap (spin up / spin down) (hartree): 0.2609 / 0.2378

Geometry as XYZ:
```
9
Properties=species:S:1:pos:R:3:forces:R:3
C -0.252985 2.277372 0.543233 -1.9 -1.9 2.5
P -0.249825 -0.443636 -0.061949 0.0 -0.7 0.0
S 1.096383 1.918090 1.492969 1.3 -0.9 -0.2
S 1.387273 -0.189412 1.205997 -0.7 1.1 0.0
S -0.478915 -3.726786 -1.434179 -0.1 0.7 0.4
S 0.765112 -2.168288 -0.870504 0.8 0.5 0.5
H -0.272040 3.318615 0.415197 0.0 1.4 -0.7
H -1.192197 1.945170 1.148195 1.1 0.2 -1.8
H -0.802806 -2.931125 -2.438958 -0.6 -0.4 -0.8
```
Positions in Å, forces in eV/Å.

No. 5
The following is a DFT calculation (wB97M-V/def2-TZVPD) of CH2O3S2 in the gas phase at a distorted geometry.

Calculated values
LUMO level (spin up / spin down) (eV): 0.18 / -3.84
<S²>: 2.021
HOMO (spin up / spin down) (eV): -10.2370 / -9.7612
2S+1: 3
HOMO-LUMO gap (spin up / spin down) (hartree): 0.3830 / 0.2177

Geometry as XYZ:
```
8
Properties=species:S:1:pos:R:3:forces:R:3
C -0.588579 -0.532328 0.731061 0.8 -0.3 2.8
O 0.277933 -0.020766 -2.188773 0.7 0.0 0.4
O 1.333968 2.130751 -1.526389 0.0 -2.5 1.0
O 0.517054 0.285454 0.411546 0.0 0.7 -0.4
S -0.624146 -0.750335 2.624316 0.5 0.4 -1.1
S 1.191044 0.676391 -1.303449 -2.0 1.5 -0.2
H -1.622241 -0.216485 0.735885 -0.2 0.8 -1.4
H -0.485034 -1.572681 0.515801 0.1 -0.6 -1.1
```
Positions in Å, forces in eV/Å.

No. 6
The following is a DFT calculation (wB97M-V/def2-TZVPD) of 2 unconnected molecules or ions with the total composition C4H11NO3 at a distorted geometry.

Calculated values
LUMO level (spin up / spin down) (eV): 3.37 / 0.81
<S²>: 0.757
Net charge: -1
HOMO (spin up / spin down) (eV): -4.1455 / -4.1432
2S+1: 2
HOMO-LUMO gap (spin up / spin down) (hartree): 0.2762 / 0.1820

Geometry as XYZ:
```
19
Properties=species:S:1:pos:R:3:forces:R:3
C -1.044929 0.800427 -0.127210 1.2 -0.6 -0.5
O -2.180019 0.105611 -0.657814 2.1 1.7 0.9
C 0.300762 -0.086362 -0.284126 -3.2 -2.5 -1.0
C 1.499190 0.536710 0.213644 2.5 2.4 1.2
C 2.934285 -0.189984 -0.138331 -2.3 -1.7 -0.9
O 4.032730 0.430886 0.317475 -1.3 -0.7 -0.5
N -0.037432 -1.470570 0.359170 -0.2 2.5 -1.1
H -1.118467 1.091852 0.944208 -0.4 -0.3 -0.4
H -0.615093 1.717087 -0.666451 -1.5 -0.5 0.2
H 0.379658 -0.124093 -1.401140 0.0 -0.6 0.5
H 1.462451 0.650562 1.297077 0.1 -0.1 0.1
H 1.596850 1.578205 -0.202109 -0.1 -0.9 0.2
H 2.649855 -1.193050 0.364135 1.0 1.2 0.0
H 2.803202 -0.472336 -1.258184 1.0 0.9 1.2
H -0.981705 -1.618254 -0.043947 0.4 0.0 0.5
H 0.550690 -2.167960 -0.047110 0.5 -0.6 -0.4
H -4.836970 -0.338942 0.716186 -0.2 -0.9 -0.2
H -3.136394 0.346665 -0.039185 -0.6 -0.9 0.2
O -4.258659 0.403553 0.653719 1.0 1.4 -0.2
```
Positions in Å, forces in eV/Å.

Asked for relative energy (zero: lowest compared OMol25 entry of this formula, charge and spin) across the records above, the calculation gives 1.246; 1.080; 1.030; 3.008; 0.322; 1.826 eV in order.